(1)
The following is a quantum chemistry calculation of a structure of composition C9H15F3NbO6 at a distorted geometry, from the OMol25 dataset.

Calculated values
**Orbital gap**: 6.71 eV
**Lowest unoccupied orbital energy**: 2.737 eV
**Net charge**: -1

Element x y z (Å)
C1 -3.507 3.990 0.934
C2 -4.380 2.931 0.366
C3 -3.971 1.407 -0.045
Nb1 -1.998 0.619 0.719
F1 -1.028 1.023 -1.171
H1 -3.119 4.884 0.245
H2 -3.175 4.048 2.068
H3 -5.507 3.256 0.138
H4 -4.021 1.277 -1.227
H5 -4.832 0.699 0.382
H6 -2.433 -1.050 0.075
H7 -0.415 -0.096 1.274
H8 -1.458 2.185 1.433
H9 -2.699 0.066 2.333
C4 2.298 1.331 -0.419
C5 3.521 1.855 -1.091
O1 4.542 1.000 -0.630
C6 3.925 -0.190 -0.387
O2 4.513 -1.249 -0.239
O3 2.565 -0.055 -0.335
F2 3.798 3.111 -0.675
H10 2.161 1.736 0.589
H11 1.391 1.521 -1.000
H12 3.481 1.824 -2.185
C7 1.750 -3.804 0.523
C8 1.439 -3.836 -0.935
O4 0.032 -3.744 -0.973
C9 -0.308 -3.040 0.143
O5 -1.398 -2.523 0.320
O6 0.726 -2.977 1.037
F3 1.803 -5.018 -1.480
H13 1.688 -4.792 0.991
H14 2.737 -3.380 0.728
H15 1.877 -3.011 -1.506

Atom charges from the natural (NBO) analysis, given in e for atoms 1 to 2: atom 1 (C): -0.498, atom 2 (C): -0.142

---

(2)
The following is a quantum chemistry calculation of the ion C9H15N2 with charge +1 at a distorted geometry, from the OMol25 dataset.

Calculated values
**Orbital gap (spin up / spin down)**: 7.03 / 7.13 eV
**Energy relative to the best compared isomer or geometry (same formula, charge and spin)**: 685.2 kJ/mol
**Lowest unoccupied orbital energy (spin up / spin down)**: -7.905 / -7.818 eV
**Net charge**: +1

Element x y z (Å)
C1 1.262 -1.999 0.273
C2 0.890 -0.721 -0.059
C3 -0.667 -0.982 -0.132
C4 1.689 1.440 1.034
C5 3.179 0.069 -0.563
C6 -3.257 -0.545 -1.123
C7 -2.147 0.964 0.809
C8 1.776 0.496 -0.206
C9 -2.020 0.205 -0.565
N1 0.113 -2.683 0.611
N2 -0.948 -2.226 0.111
H1 2.219 -2.292 0.587
H2 0.725 1.550 1.605
H3 1.957 2.431 0.644
H4 2.398 1.070 1.726
H5 3.742 -0.255 0.254
H6 3.708 1.018 -1.005
H7 3.114 -0.766 -1.316
H8 -4.046 0.261 -1.286
H9 -3.629 -1.217 -0.290
H10 -3.048 -1.028 -2.082
H11 -1.477 1.710 0.817
H12 -1.863 0.262 1.548
H13 -3.053 1.552 0.902
H14 1.037 0.963 -0.885
H15 -1.655 0.721 -1.408

Atom charges from the natural (NBO) analysis, given in e for atoms 1 to 2: atom 1 (C): -0.175, atom 2 (C): 0.178

---

(3)
The following is a quantum chemistry calculation of the ion C9H15N2 with charge +1 at a distorted geometry, from the OMol25 dataset.

Calculated values
**Orbital gap**: 8.68 eV
**Energy relative to the best compared isomer or geometry (same formula, charge and spin)**: 261.0 kJ/mol
**Lowest unoccupied orbital energy**: -4.358 eV
**Net charge**: +1

Element x y z (Å)
C1 3.469 -0.235 -0.286
C2 1.113 -0.377 0.429
C3 3.393 1.011 -0.834
C4 2.425 -0.978 0.395
C5 -0.070 -0.326 0.218
C6 -1.713 1.432 0.223
C7 -2.205 -0.948 1.126
C8 -1.826 -0.686 -1.304
C9 -1.472 -0.137 0.069
N1 2.454 1.941 -0.757
N2 2.474 -2.224 0.817
H1 4.506 -0.657 -0.433
H2 1.785 1.799 0.003
H3 4.212 1.346 -1.427
H4 -2.639 1.505 0.797
H5 -0.871 1.771 0.845
H6 -2.133 1.928 -0.678
H7 -1.613 -1.922 1.159
H8 -2.042 -0.671 2.113
H9 -3.314 -0.867 0.892
H10 -2.822 -0.243 -1.674
H11 -1.196 -0.262 -2.098
H12 -1.706 -1.865 -1.377
H13 2.282 2.775 -1.231
H14 3.326 -2.847 0.618
H15 1.629 -2.631 1.126

Atom charges from the natural (NBO) analysis, given in e for atoms 1 to 2: atom 1 (C): -0.432, atom 2 (C): -0.229

---

(4)
The following is a quantum chemistry calculation of the ion C9H15N2 with charge +1 at a distorted geometry, from the OMol25 dataset.

Calculated values
**Orbital gap**: 9.45 eV
**Energy relative to the best compared isomer or geometry (same formula, charge and spin)**: 170.4 kJ/mol
**Lowest unoccupied orbital energy**: -3.146 eV
**Net charge**: +1

Element x y z (Å)
C1 0.304 3.579 0.617
C2 1.023 3.084 -0.443
C3 -0.136 2.767 1.668
C4 1.125 1.720 -0.563
C5 0.035 1.378 1.557
C6 0.677 0.879 0.452
C7 -1.088 -2.352 -0.395
C8 0.957 -1.382 1.329
C9 -0.833 -0.856 -0.532
N1 0.670 -0.503 0.156
N2 -0.566 -0.272 -1.891
H1 0.175 4.729 0.682
H2 1.352 3.743 -1.251
H3 -0.556 3.165 2.636
H4 1.723 1.239 -1.343
H5 -0.362 0.788 2.354
H6 -1.437 -2.693 0.632
H7 -0.161 -2.900 -0.415
H8 -1.773 -2.486 -1.148
H9 1.899 -1.155 1.660
H10 0.230 -1.362 2.075
H11 1.063 -2.414 0.959
H12 -1.497 -0.225 0.028
H13 -0.321 0.649 -1.768
H14 -1.230 -0.549 -2.605
H15 0.437 -0.696 -2.103

Atom charges from the natural (NBO) analysis, given in e for atoms 1 to 2: atom 1 (C): -0.208, atom 2 (C): -0.176

---

Short version: calculated total energy = -31555.04729 -12542.78462 -12547.18136 -12548.12029 eV, in the order given.